No. 1
95
Properties=species:S:1:pos:R:3 method="wB97M-V/def2-TZVPD" s_squared=1.814 e_homo_ev="0.703 / 0.251" total_energy_ev=-79667.6288 orbital_gap_ev="3.078 / 3.493" de_lowest_kj_mol=661.8 charge=-2 spin_multiplicity=2
Hg 2.01 -1.20 1.08
N 1.26 -2.50 3.68
C 2.35 -1.82 4.32
C 2.45 -0.29 4.05
O 2.59 0.54 4.93
O 2.45 0.02 2.75
H 0.33 -2.15 3.96
H 1.24 -3.45 4.06
H 3.33 -2.17 3.94
H 2.45 -1.89 5.40
N -1.15 2.21 -0.86
P 0.22 1.56 0.19
C 0.97 3.14 0.58
C 1.26 3.94 -0.53
C 2.01 5.12 -0.36
C 2.17 5.61 0.90
C 1.81 4.89 2.00
C 1.19 3.65 1.92
C 1.14 0.76 -1.16
C 0.41 -0.35 -1.91
C 0.79 -0.64 -3.36
C 2.05 -0.04 -3.74
C 2.83 0.74 -2.93
C 2.33 1.23 -1.69
P -2.86 2.37 -0.64
C -3.44 2.80 -2.18
C -4.06 1.78 -2.97
C -4.97 2.12 -3.95
C -5.20 3.48 -4.27
C -4.39 4.46 -3.68
C -3.63 4.16 -2.57
C -3.47 3.63 0.47
C -4.83 3.93 0.55
C -5.25 4.63 1.72
C -4.29 5.04 2.67
C -2.95 5.09 2.33
C -2.55 4.34 1.23
H -0.96 2.43 -1.81
H 0.91 3.68 -1.50
H 2.39 5.68 -1.21
H 2.54 6.67 0.99
H 2.08 5.17 2.99
H 0.88 3.09 2.78
H -0.67 -0.02 -1.95
H 0.00 -0.33 -4.06
H 2.46 -0.26 -4.72
H 3.75 1.14 -3.32
H 2.94 1.94 -1.10
H -3.77 0.71 -2.73
H -5.46 1.38 -4.53
H -5.95 3.82 -5.02
H -4.35 5.46 -4.08
H -3.15 4.89 -1.95
H -5.53 3.80 -0.29
H -6.30 4.89 1.75
H -4.52 5.43 3.71
H -2.22 5.72 2.83
H -1.51 4.30 0.98
C 0.74 -2.16 -3.09
C 1.91 -2.98 -3.42
C 2.70 -3.54 -2.48
C 2.61 -3.24 -1.10
C 1.71 -2.27 -0.71
C 0.56 -1.87 -1.54
C 3.37 -4.06 -0.20
C 4.71 -4.40 -0.46
C 5.34 -5.48 0.17
C 4.67 -6.15 1.24
C 5.10 -7.40 1.83
C 4.32 -7.99 2.79
C 3.06 -7.44 3.15
C 2.53 -6.36 2.52
C 3.28 -5.67 1.54
N 2.74 -4.61 0.86
H -0.23 -2.60 -3.46
H 2.28 -3.01 -4.43
H 3.59 -4.20 -2.63
H -0.41 -2.24 -1.19
H 5.22 -3.99 -1.34
H 6.40 -5.74 -0.01
H 5.88 -8.03 1.31
H 4.62 -8.91 3.19
H 2.51 -7.99 3.91
H 1.54 -6.04 2.61
C -3.48 -0.22 1.95
C -3.29 -0.26 0.41
C -4.26 -1.12 -0.41
O -3.49 1.06 -0.10
H -3.43 -1.29 2.19
H -4.47 0.20 2.12
H -2.74 0.26 2.59
H -2.27 -0.58 0.20
H -5.27 -0.72 -0.29
H -4.26 -2.09 0.10
H -3.95 -1.22 -1.54

***

No. 2
82
Properties=species:S:1:pos:R:3 method="wB97M-V/def2-TZVPD" e_homo_ev=-9.476 total_energy_ev=-94900.6595 orbital_gap_ev=9.876 de_lowest_kj_mol=53.5 charge=0 smiles=c1ccncc1.c1ccncc1.c1ccncc1.c1ccncc1.c1ccncc1.c1ccncc1.ClCCCl.ClCCCl
C 0.82 -6.65 -4.59
C 1.05 -7.88 -5.21
C 2.23 -8.54 -4.92
N 3.18 -8.13 -4.00
C 2.85 -6.96 -3.36
C 1.70 -6.20 -3.62
H -0.10 -6.10 -4.70
H 0.35 -8.43 -5.83
H 2.49 -9.45 -5.43
H 3.57 -6.74 -2.58
H 1.45 -5.26 -3.14
C 1.16 -1.90 -12.63
C 0.24 -2.82 -13.08
C -0.90 -3.08 -12.37
N -1.21 -2.42 -11.21
C -0.33 -1.51 -10.78
C 0.86 -1.21 -11.50
H 2.05 -1.61 -13.17
H 0.36 -3.28 -14.05
H -1.63 -3.87 -12.50
H -0.40 -1.28 -9.73
H 1.42 -0.31 -11.29
C -7.41 4.87 5.85
C -8.21 5.65 6.73
C -9.26 6.48 6.14
N -9.51 6.39 4.76
C -8.69 5.56 3.98
C -7.63 4.87 4.46
H -6.48 4.44 6.21
H -7.93 5.79 7.76
H -9.84 7.15 6.75
H -8.96 5.39 2.95
H -7.02 4.29 3.78
C 9.79 -0.42 -1.08
C 9.64 -0.74 -2.39
C 8.36 -1.04 -2.82
N 7.26 -0.96 -1.99
C 7.45 -0.50 -0.75
C 8.69 -0.25 -0.24
H 10.78 -0.22 -0.70
H 10.58 -0.91 -2.89
H 8.27 -1.39 -3.84
H 6.57 -0.42 -0.13
H 8.88 0.06 0.77
C 0.20 1.84 9.71
C -0.55 1.05 8.87
C -0.72 -0.30 9.20
N -0.08 -0.85 10.23
C 0.68 -0.09 11.07
C 0.81 1.29 10.90
H 0.34 2.90 9.54
H -0.98 1.53 8.00
H -1.24 -0.94 8.49
H 1.08 -0.71 11.86
H 1.52 1.86 11.48
C -3.06 10.81 0.75
C -4.42 10.68 0.67
C -5.03 9.66 -0.11
N -4.27 8.73 -0.75
C -2.90 8.94 -0.74
C -2.30 9.89 0.05
H -2.65 11.59 1.38
H -4.99 11.42 1.20
H -6.09 9.66 -0.33
H -2.30 8.34 -1.41
H -1.22 9.86 0.14
Cl -0.84 0.22 -1.89
C -0.13 1.20 -0.56
C -0.03 0.39 0.69
Cl -1.72 0.07 1.21
H -0.73 2.11 -0.56
H 0.88 1.46 -0.87
H 0.41 1.06 1.43
H 0.65 -0.45 0.58
Cl 1.43 -11.44 2.94
C 1.73 -9.66 2.64
C 1.53 -8.77 3.88
Cl 2.00 -7.06 3.51
H 1.05 -9.25 1.89
H 2.76 -9.60 2.27
H 2.08 -9.15 4.74
H 0.52 -8.78 4.29

***

No. 3
32
Properties=species:S:1:pos:R:3 method="wB97M-V/def2-TZVPD" s_squared=0.754 e_homo_ev="-3.919 / -3.638" total_energy_ev=-39156.3248 orbital_gap_ev="6.662 / 6.387" de_lowest_kj_mol=62.6 charge=-1 spin_multiplicity=2
Pd 0.11 0.19 -0.12
O -0.40 -1.93 -0.93
N 0.62 -2.74 -0.98
C 0.35 -4.07 -1.00
C 1.33 -5.02 -1.06
C 2.66 -4.60 -1.08
C 2.93 -3.25 -1.05
C 1.91 -2.27 -0.99
S 2.25 -0.60 -0.93
H -0.71 -4.29 -0.98
H 1.06 -6.07 -1.07
H 3.47 -5.31 -1.12
H 3.94 -2.89 -1.06
O -1.30 2.22 3.30
C -0.92 1.76 2.21
O -0.20 0.76 1.98
C -1.40 2.52 0.97
C -2.14 3.72 1.12
C -2.56 4.38 0.01
C -2.26 3.87 -1.27
C -2.66 4.49 -2.47
C -2.34 3.94 -3.68
C -1.60 2.74 -3.74
C -1.20 2.11 -2.59
C -1.52 2.66 -1.33
N -1.11 2.01 -0.20
H -2.34 4.06 2.12
H -3.13 5.31 0.10
H -3.22 5.42 -2.42
H -2.65 4.43 -4.59
H -1.34 2.31 -4.70
H -0.63 1.19 -2.61

***

No. 4
19
Properties=species:S:1:pos:R:3 method="wB97M-V/def2-TZVPD" e_homo_ev=-1.614 total_energy_ev=-8914.2522 orbital_gap_ev=5.560 de_lowest_kj_mol=271.3 charge=-1
C -0.95 0.60 -3.02
C -0.57 0.60 -1.54
N 0.67 1.25 -1.33
C 1.02 0.33 0.95
C 0.84 1.57 0.05
C 0.13 0.29 2.16
O 0.18 -0.53 3.05
H -0.22 -0.02 -3.56
H -1.96 0.23 -3.21
H -0.83 1.60 -3.43
H -0.61 -0.46 -1.18
H -1.40 1.15 -1.02
H -0.05 -5.82 4.06
H 2.05 0.05 1.12
H 0.24 -0.43 0.68
H 0.44 -5.65 3.53
H 0.06 2.26 0.47
H -0.82 0.85 2.07
H 1.78 2.12 0.14

***

No. 5
111
Properties=species:S:1:pos:R:3 method="wB97M-V/def2-TZVPD" e_homo_ev=-10.348 total_energy_ev=-74946.4964 orbital_gap_ev=8.524 de_lowest_kj_mol=0.0 charge=+1
C 3.35 0.56 0.74
C 1.86 0.34 0.91
N 0.99 1.16 0.00
C 0.07 2.12 0.39
C -0.66 2.45 -0.74
N -0.27 1.67 -1.74
C 0.67 0.92 -1.27
C -0.94 1.67 -3.11
H 3.59 1.57 0.84
H 3.79 0.14 -0.09
H 3.83 -0.12 1.57
H 1.54 0.24 1.93
H 1.75 -0.73 0.70
H -0.03 2.31 1.34
H -1.72 3.04 -0.88
H 1.47 0.38 -1.98
H -0.29 1.80 -4.00
H -1.77 2.31 -3.27
H -1.47 0.71 -3.20
N -2.97 -0.55 -0.58
C -2.13 -1.25 0.22
C -1.77 -0.77 1.51
C -2.29 0.43 2.03
C -3.38 1.10 1.32
C -3.56 0.50 0.00
H -1.77 -2.24 -0.13
H -0.99 -1.38 1.97
H -1.70 0.60 3.04
H -3.69 2.16 1.49
H -4.29 0.97 -0.65
N 0.31 -0.94 4.29
C -0.27 -2.04 4.61
C -0.36 -2.66 5.94
C 0.26 -1.92 7.02
C 0.78 -0.62 6.68
C 0.81 -0.20 5.29
H -0.50 -2.62 3.70
H -0.61 -3.78 5.89
H 0.43 -2.41 7.86
H 1.20 -0.13 7.48
H 1.34 0.69 5.13
C 4.63 0.62 5.27
C 5.48 0.03 4.20
C 6.20 0.83 3.43
C 6.20 2.24 3.59
C 5.29 2.79 4.54
C 4.56 2.07 5.45
O 3.74 2.73 6.35
O 7.01 0.31 2.40
H 4.01 -0.02 5.91
H 5.40 -1.05 3.93
H 6.69 2.79 2.75
H 4.99 3.75 4.59
H 4.22 3.46 6.61
H 7.43 0.86 1.85
C -4.26 0.11 -4.38
C -5.70 0.53 -4.10
C -6.57 0.70 -5.22
C -6.04 0.52 -6.52
C -4.67 0.26 -6.81
C -3.81 -0.01 -5.66
O -2.47 -0.37 -5.83
O -7.91 0.77 -5.10
H -3.87 -0.38 -3.52
H -6.17 0.37 -3.10
H -6.79 0.63 -7.43
H -4.48 0.12 -7.77
H -2.32 -0.73 -6.68
H -8.12 0.60 -4.31
C 0.35 -1.80 -4.12
C -0.07 -2.36 -2.81
C 0.93 -2.61 -1.80
C 2.27 -2.59 -2.22
C 2.63 -2.05 -3.54
C 1.71 -1.64 -4.42
O 2.13 -1.19 -5.59
O 0.73 -3.15 -0.59
H -0.59 -1.56 -4.59
H -1.03 -2.51 -2.62
H 3.18 -2.90 -1.61
H 3.82 -1.92 -3.67
H 3.13 -1.49 -5.77
H 1.60 -3.60 -0.23
C -4.71 3.77 -3.25
C -4.04 4.55 -2.07
C -3.07 5.53 -2.42
C -2.76 5.74 -3.76
C -3.46 5.06 -4.72
C -4.43 4.06 -4.50
O -4.98 3.44 -5.57
O -2.56 6.20 -1.35
H -5.58 3.18 -2.97
H -4.28 4.26 -1.06
H -1.94 6.48 -4.11
H -3.25 5.35 -5.68
H -4.84 2.57 -5.43
H -1.64 6.44 -1.60
C 3.16 -3.62 2.48
C 3.03 -3.52 3.97
C 2.41 -4.57 4.65
C 2.02 -5.78 3.95
C 2.18 -5.92 2.62
C 2.90 -4.83 1.83
O 3.16 -4.97 0.54
O 2.09 -4.50 6.02
H 3.50 -2.62 2.16
H 3.46 -2.55 4.26
H 1.38 -6.65 4.25
H 2.02 -6.80 2.08
H 4.07 -5.22 0.18
H 2.09 -3.64 6.39

***

No. 6
61
Properties=species:S:1:pos:R:3 method="wB97M-V/def2-TZVPD" e_homo_ev=-11.013 total_energy_ev=-173557.7151 orbital_gap_ev=3.927 de_lowest_kj_mol=261.0 charge=0
In -2.16 0.21 -9.16
C -5.47 -3.00 -8.50
F -4.45 -3.58 -9.12
F -6.53 -3.71 -8.87
F -5.37 -2.96 -7.21
S -5.71 -1.27 -9.27
O -5.07 -1.31 -10.57
O -7.15 -1.02 -9.26
N -4.72 -0.28 -8.22
S -5.73 0.52 -7.26
O -6.61 1.46 -7.91
O -6.38 -0.43 -6.36
C -4.53 1.56 -6.11
F -5.20 2.41 -5.42
F -3.83 0.74 -5.31
F -3.63 2.12 -6.93
C 2.47 -0.87 -8.41
F 2.00 0.10 -7.65
F 3.00 -0.42 -9.55
F 3.42 -1.47 -7.71
S 0.97 -1.99 -8.90
O 0.70 -1.56 -10.27
O 1.40 -3.34 -8.70
N -0.34 -1.43 -7.87
S -0.28 -2.22 -6.47
O 1.01 -2.70 -6.00
O -1.03 -1.46 -5.47
C -1.57 -3.64 -6.76
F -2.71 -3.07 -7.11
F -1.06 -4.36 -7.77
F -1.75 -4.30 -5.65
C -0.91 -2.76 -13.12
F -0.24 -3.75 -12.55
F -0.04 -1.78 -13.40
F -1.35 -3.28 -14.25
S -2.49 -2.17 -12.04
O -3.55 -2.78 -12.80
O -2.27 -2.65 -10.70
N -2.38 -0.46 -11.89
S -3.33 0.12 -13.05
O -3.40 -0.63 -14.27
O -4.58 0.48 -12.49
C -2.29 1.65 -13.58
F -2.69 2.09 -14.76
F -2.36 2.69 -12.76
F -1.05 1.17 -13.71
C -6.35 3.67 -12.20
C -5.84 5.08 -11.81
C -4.51 4.90 -11.06
S -4.73 3.35 -10.06
O -5.15 3.72 -8.74
O -3.62 2.44 -10.34
C -6.19 2.80 -10.97
H -5.75 3.12 -12.93
H -7.33 3.66 -12.67
H -6.67 5.44 -11.21
H -5.56 5.61 -12.72
H -4.11 5.75 -10.52
H -3.73 4.50 -11.71
H -7.04 2.98 -10.30
H -6.20 1.73 -11.13